[1]
{
  "formula": "C23H43IrN2O2P2",
  "method": "ωB97M-V/def2-TZVPD",
  "energy_ev": -53027.6481,
  "s_squared": 8.823,
  "homo_lumo_gap_ev": [4.4, 6.4],
  "fmax_ev_per_a": 3.40,
  "multiplicity": 6,
  "homo_ev": [-6.491, -11.141],
  "charge": 1,
  "symbols": ["C", "C", "N", "C", "C", "C", "C", "P", "Ir", "P", "C", "O", "O", "H", "H", "H", "C", "C", "H", "H", "H", "H", "C", "C", "H", "H", "H", "H", "H", "H", "H", "H", "H", "H", "H", "H", "H", "H", "H", "H", "H", "H", "C", "C", "C", "C", "C", "C", "C", "C", "N", "C", "C", "C", "C", "H", "H", "H", "H", "H", "H", "H", "H", "H", "H", "H", "H", "H", "H", "H", "H", "H", "H"],
  "positions_angstrom": [[-3.94002, -0.74828, -0.90959], [-2.52521, -0.87858, -0.89678], [-1.86784, -0.93374, 0.32866], [-2.57050, -0.96141, 1.46899], [-3.96883, -1.04319, 1.46544], [-4.66319, -0.91449, 0.25665], [-1.77871, -0.92121, -2.07854], [-0.01727, -1.10648, -1.99419], [0.29972, -0.64348, 0.34371], [-0.19881, 0.00356, 2.49291], [-1.79274, -0.89878, 2.77689], [-4.20358, 2.45357, -4.13213], [-0.01714, 5.19590, -2.42706], [-4.40631, -0.55679, -1.86981], [-4.48227, -1.15443, 2.41444], [-5.74819, -0.92249, 0.24200], [0.32364, -2.66789, -2.92956], [0.72085, 0.16125, -3.10645], [-2.37571, -0.39132, 3.55764], [-1.54329, -1.91368, 3.13691], [-3.60159, 2.90711, -4.72872], [-2.31463, -0.86393, -3.03582], [1.03770, -0.49664, 3.72563], [-0.59497, 1.76553, 2.79256], [-0.32507, 0.68012, -0.29713], [0.71995, 5.54004, -1.86580], [0.11477, 4.24694, -2.35876], [-4.16773, 3.00824, -3.34043], [0.31808, -2.09397, -0.53669], [0.12217, 1.02061, 0.35425], [0.02546, -2.60181, -3.99016], [1.39554, -2.89963, -2.87051], [-0.24283, -3.48793, -2.47021], [0.35330, 0.02495, -4.14094], [0.46891, 1.18405, -2.78580], [1.81741, 0.06218, -3.12762], [-0.97007, 1.91682, 3.81395], [0.31476, 2.36931, 2.65840], [-1.35999, 2.11482, 2.08353], [0.66543, -0.32887, 4.74721], [1.29635, -1.55689, 3.59082], [1.94412, 0.10606, 3.56266], [6.48534, -2.60443, 1.94087], [5.00912, -2.55883, 1.66921], [4.19528, -3.65538, 1.98375], [2.81528, -3.63228, 1.76075], [1.96240, -4.82576, 2.08450], [2.25969, -2.46896, 1.24774], [3.03789, -1.33968, 0.89373], [4.43994, -1.42358, 1.10297], [2.34439, -0.24009, 0.42415], [3.08217, 1.05372, 0.21683], [3.76091, 1.50399, 1.51462], [4.10197, 0.88161, -0.91526], [2.22641, 2.25291, -0.19204], [6.68903, -2.76130, 3.00787], [6.96890, -3.42164, 1.39104], [6.95633, -1.66359, 1.63788], [4.63623, -4.55211, 2.41971], [2.29962, -5.70769, 1.52281], [2.03004, -5.07035, 3.15272], [0.90990, -4.64565, 1.83760], [1.15049, -2.39150, 1.11582], [5.10853, -0.59100, 0.86152], [4.36542, 0.73452, 1.99643], [4.41653, 2.34818, 1.26640], [3.01245, 1.84582, 2.24156], [3.59801, 0.93052, -1.88861], [4.82177, 1.70770, -0.85910], [4.64147, -0.06477, -0.87238], [1.67199, 2.07739, -1.12063], [1.52582, 2.55787, 0.59088], [2.91677, 3.09786, -0.36061]],
  "forces_ev_per_angstrom": [[2.1, 0.1, -2.3], [-1.0, 0.4, 0.5], [0.4, -0.7, -1.9], [-0.4, 0.4, 2.0], [-0.9, 0.5, -1.3], [-1.2, -0.4, 3.2], [-0.2, 0.2, 0.3], [-0.5, -0.5, -0.5], [1.0, 0.1, -0.7], [-1.1, -0.7, 1.0], [0.0, -0.1, -0.2], [0.2, 0.2, 0.3], [1.1, 0.3, 0.9], [-0.1, -0.2, 0.1], [-0.1, 0.0, -0.1], [0.2, -0.1, 0.0], [0.3, 0.1, 0.1], [0.3, 0.2, -0.3], [0.1, -0.2, -0.1], [0.2, 0.2, 0.1], [0.0, 0.0, -0.2], [0.4, -0.1, 0.4], [-0.1, 0.2, 0.3], [0.3, 0.1, 0.0], [-1.2, 1.9, -1.0], [-0.9, -0.1, -0.7], [-0.2, -0.2, -0.1], [-0.2, -0.2, -0.1], [-0.5, -1.5, -0.7], [-0.1, 1.2, -0.2], [0.1, 0.3, 0.4], [-0.2, 0.0, -0.1], [0.2, 0.3, 0.0], [0.1, -0.1, 0.5], [0.0, -0.4, 0.0], [-0.3, 0.0, 0.1], [0.1, -0.1, -0.2], [-0.3, -0.1, 0.1], [0.2, -0.2, 0.2], [0.2, -0.1, -0.3], [-0.1, 0.4, 0.0], [-0.2, -0.2, 0.1], [0.3, 0.0, 0.0], [-0.2, 0.1, -0.1], [0.0, 0.0, 0.0], [-0.1, 0.4, -0.1], [-0.1, -0.2, 0.1], [0.2, -0.2, 0.1], [0.3, 0.4, 0.0], [0.3, -0.1, 0.2], [1.6, 0.1, 0.4], [0.3, -0.3, 0.0], [0.2, 0.0, 0.4], [0.2, -0.1, -0.4], [-0.3, 0.0, -0.2], [-0.1, 0.0, -0.2], [-0.1, 0.2, 0.1], [0.0, -0.2, 0.1], [0.0, 0.2, -0.1], [-0.1, 0.2, 0.1], [0.0, 0.0, -0.2], [0.2, 0.0, 0.1], [0.7, -0.5, 0.2], [-0.4, -0.6, 0.1], [-0.2, 0.3, 0.0], [-0.2, -0.1, 0.2], [0.1, 0.0, -0.1], [0.1, 0.0, 0.2], [-0.1, -0.2, -0.2], [-0.1, 0.3, -0.1], [0.1, 0.0, 0.2], [0.0, 0.0, -0.1], [-0.3, -0.3, 0.0]],
  "mulliken_charge": [-1.0980, 0.7258, 0.4901, 0.6363, -0.7222, -0.7190, -1.1919, 1.3556, -0.0872, 0.8096, -1.1198, -0.6240, -0.6354, 0.4654, 0.4604, 0.3998, -1.3114, -1.0371, 0.4775, 0.4225, 0.3104, 0.4280, -1.1651, -1.2573, 0.0257, 0.3223, 0.3187, 0.3152, -0.2945, -0.1005, 0.4605, 0.3858, 0.4174, 0.5190, 0.0631, 0.2626, 0.4636, 0.2954, 0.3940, 0.4849, 0.3005, 0.2661, -1.7191, 0.0061, -0.6035, -0.3455, -1.8698, -0.4490, 1.8633, -0.4808, 0.3968, 1.3490, -1.6891, -1.5282, -1.7538, 0.3498, 0.3752, 0.3685, 0.4508, 0.4137, 0.3793, 0.3368, 0.5766, 0.4023, 0.5065, 0.5024, 0.2663, 0.3340, 0.4558, 0.3756, 0.0158, 0.2722, 0.5293]
}

[2]
{
  "formula": "C3H3BrNO2",
  "method": "ωB97M-V/def2-TZVPD",
  "relative_energy_ev": 0.495,
  "energy_ev": -78789.6511,
  "homo_lumo_gap_ev": 8.3,
  "fmax_ev_per_a": 5.34,
  "homo_ev": -4.621,
  "charge": -1,
  "symbols": ["C", "C", "C", "N", "O", "O", "Br", "H", "H", "H"],
  "positions_angstrom": [[0.09840, 1.62965, -0.64026], [-2.69522, 1.38428, 0.49902], [0.10408, 0.31612, -0.01539], [0.02115, 2.60054, -1.22622], [-2.19355, 1.30630, 1.53781], [-2.99260, 1.96176, -0.42581], [-3.28102, -0.88805, 0.00042], [1.10763, -0.09286, 0.25741], [-0.50663, -0.36372, -0.53277], [-0.36014, 0.47056, 0.88599]],
  "forces_ev_per_angstrom": [[0.5, -1.6, -0.1], [0.5, -1.0, 1.6], [2.4, 0.5, -0.2], [0.1, 1.5, -0.6], [1.0, -0.4, 3.2], [-1.8, 2.4, -4.4], [-0.3, -1.0, -0.2], [-0.6, 0.5, -0.8], [-0.6, -0.9, -0.9], [-1.2, 0.1, 2.3]],
  "mulliken_charge": [0.4931, 0.6032, -0.9242, -0.4558, -0.4995, -0.3877, -0.7158, 0.2821, 0.2425, 0.3621]
}

[3]
{
  "formula": "C4H9N3O",
  "method": "ωB97M-V/def2-TZVPD",
  "relative_energy_ev": 3.193,
  "energy_ev": -10809.2692,
  "homo_lumo_gap_ev": 8.5,
  "fmax_ev_per_a": 4.19,
  "homo_ev": -7.759,
  "charge": 0,
  "symbols": ["C", "N", "N", "C", "C", "N", "C", "O", "H", "H", "H", "H", "H", "H", "H", "H", "H"],
  "positions_angstrom": [[-2.25005, 0.85876, -0.04826], [-1.32533, -0.27883, -0.37610], [-1.82310, -1.61428, -0.30548], [0.10120, -0.25752, -0.14317], [0.96092, 0.69815, 0.31196], [2.31055, 0.47893, 0.57415], [3.15058, -0.19548, -0.21720], [4.38314, -0.22617, -0.14510], [-3.22441, 0.59021, -0.22993], [-2.14578, 1.08530, 1.02866], [-2.05895, 1.77489, -0.51383], [-2.74694, -1.67468, -0.70616], [-1.89911, -1.92117, 0.63910], [0.32930, -1.27311, -0.43397], [0.71407, 1.77878, 0.32568], [2.81813, 1.08893, 1.17597], [2.70578, -0.91272, -0.93632]],
  "forces_ev_per_angstrom": [[3.0, -1.7, 2.4], [0.7, 1.7, -0.5], [0.3, 0.7, -0.5], [-1.7, 0.1, 0.1], [-2.4, 0.4, -0.8], [0.9, -0.3, -0.4], [2.2, -2.2, -1.0], [-1.5, 0.7, 0.4], [-2.2, -0.8, -0.5], [-0.2, -0.1, 0.0], [0.8, 1.1, -1.3], [0.0, 0.2, -0.4], [-0.1, -0.1, 1.1], [1.1, -0.1, 0.6], [-0.4, -0.9, 0.4], [-0.1, 0.6, 0.6], [-0.5, 0.6, 0.1]],
  "mulliken_charge": [-0.9979, 0.1321, -0.6337, -0.4055, -0.1423, -0.1573, 0.0560, -0.5797, 0.3816, 0.3403, 0.3171, 0.2632, 0.1986, 0.4336, 0.2911, 0.2472, 0.2559]
}

[4]
{
  "formula": "C3H8NO2",
  "method": "ωB97M-V/def2-TZVPD",
  "relative_energy_ev": 4.744,
  "energy_ev": -8815.2088,
  "homo_lumo_gap_ev": 10.1,
  "fmax_ev_per_a": 3.95,
  "homo_ev": -14.157,
  "charge": 1,
  "symbols": ["C", "C", "C", "N", "O", "O", "H", "H", "H", "H", "H", "H", "H", "H"],
  "positions_angstrom": [[2.10110, 1.34502, -0.59063], [1.49114, 0.15014, -0.17096], [0.66386, -2.12269, 0.44231], [-1.80259, 0.89333, 0.01397], [1.63944, 0.97611, 0.74963], [1.18676, -1.00783, -0.46225], [3.25068, 1.26335, -0.50616], [1.64282, 2.18508, -1.17899], [1.16574, -2.14754, 1.36744], [0.85718, -3.13047, -0.15643], [-0.49727, -1.82563, 0.53382], [-2.67665, 0.74035, 0.65331], [-2.13195, 0.36504, -0.76818], [-1.75504, 1.89976, -0.11779]],
  "forces_ev_per_angstrom": [[3.3, 1.1, -1.8], [-0.2, -1.0, -1.3], [-3.1, -0.7, -2.3], [-2.0, -0.8, 2.7], [-1.4, 0.2, 3.0], [-0.1, -1.0, 0.4], [-1.9, 0.6, -0.9], [0.2, -1.0, 1.0], [0.7, 0.4, 1.0], [-0.5, 2.6, 1.1], [2.8, -1.0, -0.1], [2.3, 0.6, -1.0], [0.1, 0.4, -1.2], [-0.3, -0.3, -0.6]],
  "mulliken_charge": [-0.2066, 0.7548, -0.5238, -0.7293, -0.2401, -0.2404, 0.2560, 0.2701, 0.3475, 0.2441, 0.2962, 0.2687, 0.2543, 0.2485]
}

[5]
{
  "formula": "C9H20OSi",
  "method": "ωB97M-V/def2-TZVPD",
  "relative_energy_ev": 0.944,
  "energy_ev": -19582.1373,
  "homo_lumo_gap_ev": 9.6,
  "fmax_ev_per_a": 2.51,
  "homo_ev": -8.750,
  "charge": 0,
  "symbols": ["C", "C", "C", "O", "Si", "C", "C", "C", "C", "C", "C", "H", "H", "H", "H", "H", "H", "H", "H", "H", "H", "H", "H", "H", "H", "H", "H", "H", "H", "H", "H"],
  "positions_angstrom": [[-1.93729, -3.12907, -0.26383], [-2.02739, -1.81142, -0.34964], [-1.60403, -0.86843, 0.70607], [-2.55284, 0.15895, 0.96124], [0.11301, 0.24392, 0.09536], [1.43720, -1.02745, -0.44688], [1.65340, -2.14605, 0.56608], [-0.38383, 1.34686, -1.38413], [-1.32036, 2.48899, -1.00130], [0.67243, 1.25657, 1.61542], [1.76685, 2.27053, 1.29042], [-2.22737, -3.77877, -1.07154], [-1.56041, -3.61235, 0.62038], [-2.42384, -1.34359, -1.24074], [-1.36148, -1.39859, 1.63548], [-3.37320, -0.24441, 1.26399], [1.15216, -1.47094, -1.40068], [2.38604, -0.51708, -0.61561], [1.87460, -1.74348, 1.55087], [0.76018, -2.75576, 0.64108], [2.48213, -2.78646, 0.26621], [0.51387, 1.75799, -1.85055], [-0.86742, 0.73291, -2.14451], [-2.19367, 2.09887, -0.49105], [-0.82112, 3.18486, -0.33298], [-1.64563, 3.03704, -1.88360], [-0.18673, 1.77765, 2.03690], [1.03751, 0.58528, 2.39356], [2.62766, 1.78202, 0.83655], [1.40235, 3.02714, 0.59655], [2.10007, 2.77919, 2.19606]],
  "forces_ev_per_angstrom": [[0.0, -0.1, -0.1], [-0.1, 0.2, 0.1], [2.1, 1.2, -0.4], [-0.3, 0.2, 0.0], [-1.2, -1.2, 0.3], [-0.4, 0.4, 0.3], [0.0, 0.1, -0.1], [0.1, -0.2, 0.5], [0.0, -0.1, 0.0], [-0.1, -0.2, -0.5], [0.0, 0.0, 0.0], [-0.1, -0.1, -0.2], [0.1, -0.1, 0.3], [-0.1, 0.0, -0.2], [0.1, 0.0, -0.1], [-0.1, 0.0, 0.0], [-0.1, 0.1, -0.2], [0.1, 0.2, -0.1], [0.1, 0.0, 0.2], [-0.1, -0.2, 0.1], [0.0, -0.1, 0.1], [0.2, -0.1, 0.0], [0.1, -0.2, 0.0], [-0.2, 0.1, 0.1], [0.0, 0.2, 0.1], [0.0, 0.1, 0.0], [-0.2, -0.1, 0.0], [-0.1, -0.2, 0.0], [0.1, 0.1, 0.0], [0.1, 0.1, -0.1], [0.1, 0.0, 0.0]],
  "mulliken_charge": [-0.8823, -0.2605, 0.0094, -0.4815, -0.0731, -0.4939, -1.0929, -0.4709, -1.1597, -0.4426, -1.2467, 0.2632, 0.2790, 0.2869, 0.4240, 0.2751, 0.3659, 0.4508, 0.2797, 0.1386, 0.3812, 0.3905, 0.4286, 0.2418, 0.2330, 0.3883, 0.3857, 0.4427, 0.2981, 0.2637, 0.3780]
}

[6]
{
  "formula": "C2H4S3",
  "method": "ωB97M-V/def2-TZVPD",
  "relative_energy_ev": 1.832,
  "energy_ev": -34642.3938,
  "homo_lumo_gap_ev": 8.1,
  "fmax_ev_per_a": 5.06,
  "homo_ev": -8.854,
  "charge": 0,
  "symbols": ["S", "C", "S", "C", "S", "H", "H", "H", "H"],
  "positions_angstrom": [[-1.56936, -1.77788, -0.29245], [-0.75178, -0.37720, -0.04157], [-1.44843, 1.21957, -0.21649], [0.61467, -0.33012, 0.69099], [2.22794, -0.36662, -0.42618], [-2.29012, 0.73268, -1.12082], [0.48888, 0.96387, 0.91317], [0.83777, -0.89686, 1.65221], [1.89044, 0.83256, -1.15886]],
  "forces_ev_per_angstrom": [[0.6, 0.8, -0.2], [0.4, -2.1, 1.3], [0.4, -0.4, -0.5], [0.5, 5.0, -0.3], [-2.4, 1.5, 0.0], [-0.6, 0.3, -0.2], [1.4, -3.8, 0.4], [-0.7, 0.5, -1.6], [0.5, -1.8, 1.1]],
  "mulliken_charge": [-0.1988, 0.3656, -0.1605, -0.6977, -0.1615, 0.1600, 0.2027, 0.3332, 0.1570]
}

Repeat the third record exactly.
{
  "formula": "C4H9N3O",
  "method": "ωB97M-V/def2-TZVPD",
  "relative_energy_ev": 3.193,
  "energy_ev": -10809.2692,
  "homo_lumo_gap_ev": 8.5,
  "fmax_ev_per_a": 4.19,
  "homo_ev": -7.759,
  "charge": 0,
  "symbols": ["C", "N", "N", "C", "C", "N", "C", "O", "H", "H", "H", "H", "H", "H", "H", "H", "H"],
  "positions_angstrom": [[-2.25005, 0.85876, -0.04826], [-1.32533, -0.27883, -0.37610], [-1.82310, -1.61428, -0.30548], [0.10120, -0.25752, -0.14317], [0.96092, 0.69815, 0.31196], [2.31055, 0.47893, 0.57415], [3.15058, -0.19548, -0.21720], [4.38314, -0.22617, -0.14510], [-3.22441, 0.59021, -0.22993], [-2.14578, 1.08530, 1.02866], [-2.05895, 1.77489, -0.51383], [-2.74694, -1.67468, -0.70616], [-1.89911, -1.92117, 0.63910], [0.32930, -1.27311, -0.43397], [0.71407, 1.77878, 0.32568], [2.81813, 1.08893, 1.17597], [2.70578, -0.91272, -0.93632]],
  "forces_ev_per_angstrom": [[3.0, -1.7, 2.4], [0.7, 1.7, -0.5], [0.3, 0.7, -0.5], [-1.7, 0.1, 0.1], [-2.4, 0.4, -0.8], [0.9, -0.3, -0.4], [2.2, -2.2, -1.0], [-1.5, 0.7, 0.4], [-2.2, -0.8, -0.5], [-0.2, -0.1, 0.0], [0.8, 1.1, -1.3], [0.0, 0.2, -0.4], [-0.1, -0.1, 1.1], [1.1, -0.1, 0.6], [-0.4, -0.9, 0.4], [-0.1, 0.6, 0.6], [-0.5, 0.6, 0.1]],
  "mulliken_charge": [-0.9979, 0.1321, -0.6337, -0.4055, -0.1423, -0.1573, 0.0560, -0.5797, 0.3816, 0.3403, 0.3171, 0.2632, 0.1986, 0.4336, 0.2911, 0.2472, 0.2559]
}